Record 1
{"formula": "C14H9O8S2Ti", "method": "ωB97M-V/def2-TZVPD", "species": ["Ti", "O", "C", "O", "C", "C", "C", "C", "C", "C", "S", "H", "H", "H", "H", "O", "S", "O", "O", "O", "O", "C", "O", "C", "C", "C", "C", "C", "C", "H", "H", "H", "H", "H"], "coordinates": [[0.6023, -0.9725, -0.7740], [3.1346, 1.8447, 0.3635], [2.2292, 1.5507, -0.3797], [1.3589, 0.5949, -0.1033], [1.9432, 2.2864, -1.6530], [2.5940, 3.5129, -1.8000], [2.3886, 4.3174, -2.9022], [1.5132, 3.8823, -3.8914], [0.8739, 2.6659, -3.7668], [1.0666, 1.8347, -2.6525], [0.2281, 0.2812, -2.7674], [3.2691, 3.8100, -1.0085], [2.9013, 5.2663, -2.9920], [1.3303, 4.4914, -4.7687], [0.2066, 2.3260, -4.5488], [1.5747, -3.4833, -3.2041], [1.2483, -3.2821, -1.8282], [1.3627, -4.3966, -0.9397], [-0.1192, -2.5875, -1.6559], [2.0747, -2.0649, -1.2504], [-1.2793, -0.6815, 0.1480], [-0.8812, -1.3050, 1.1807], [0.2864, -1.7813, 1.1765], [-1.7660, -1.4659, 2.3615], [-1.3132, -2.1796, 3.4646], [-2.1383, -2.3341, 4.5671], [-3.4096, -1.7758, 4.5653], [-3.8600, -1.0631, 3.4618], [-3.0390, -0.9079, 2.3565], [-0.3194, -2.6056, 3.4385], [-1.7911, -2.8905, 5.4281], [-4.0529, -1.8977, 5.4281], [-4.8519, -0.6297, 3.4637], [-3.3656, -0.3602, 1.4829]], "charge": -1, "gap_ev": 7.7, "de_lowest_kj_mol": 0.00}



Record 2
{"formula": "C5H9O3", "method": "ωB97M-V/def2-TZVPD", "species": ["C", "O", "C", "C", "C", "C", "O", "O", "H", "H", "H", "H", "H", "H", "H", "H", "H"], "coordinates": [[-0.4992, 0.2939, -2.1847], [0.4543, 1.0488, -2.9120], [-0.7616, 0.8257, -0.7670], [0.1577, 0.2042, 0.2796], [-0.5118, -0.5471, 1.3779], [0.1661, -1.2224, 2.3800], [1.5422, -0.7402, 2.4419], [-0.1649, -2.0641, 3.2116], [-0.0468, -0.7115, -2.0734], [-1.3961, 0.4166, -2.7889], [-0.5316, 1.8528, -1.0143], [-1.8148, 0.8104, -0.4758], [0.8822, -0.4319, -0.2595], [0.8404, 0.9267, 0.8579], [-1.5931, -0.4913, 1.4437], [1.2098, 1.2827, -2.3610], [2.0671, -1.4532, 2.8438]], "charge": -1, "smiles": "[O-]/C(O)=C/CCCO", "gap_ev": 5.7, "de_lowest_kj_mol": 210.74}



Record 3
{"formula": "C25H25BrF4OPS2SiW", "method": "ωB97M-V/def2-TZVPD", "species": ["W", "C", "C", "S", "C", "C", "S", "H", "H", "H", "H", "H", "H", "F", "C", "C", "F", "C", "F", "C", "P", "C", "C", "C", "C", "C", "C", "C", "C", "C", "C", "C", "C", "C", "Br", "C", "F", "H", "H", "H", "H", "H", "H", "H", "H", "H", "H", "C", "Si", "C", "C", "O", "H", "H", "H", "H", "H", "H", "H", "H", "H"], "coordinates": [[0.4051, 0.9884, -0.7118], [4.4097, 0.6675, 1.7330], [3.4177, 0.8518, 0.6177], [1.8022, 0.1990, 0.9124], [3.6664, 1.4339, -0.5545], [4.9725, 2.0324, -0.9812], [2.3693, 1.5526, -1.7522], [4.0343, -0.0395, 2.4714], [4.5991, 1.6119, 2.2467], [5.3617, 0.2892, 1.3605], [5.7527, 1.8467, -0.2458], [4.8785, 3.1124, -1.1109], [5.2940, 1.6191, -1.9384], [-4.8563, -1.6359, -4.7131], [-3.9520, -1.5522, -3.7579], [-4.0241, -2.3814, -2.6525], [-4.9981, -3.2680, -2.5547], [-3.0647, -2.2833, -1.6547], [-3.1524, -3.1346, -0.6379], [-2.0352, -1.3559, -1.7115], [-0.7501, -1.2175, -0.4060], [-1.5883, -1.3462, 1.1872], [-1.7650, -2.5681, 1.8327], [-2.4149, -2.6107, 3.0551], [-2.8967, -1.4428, 3.6308], [-2.7267, -0.2252, 2.9878], [-2.0648, -0.1737, 1.7716], [0.2630, -2.6922, -0.6712], [0.2702, -3.3334, -1.9077], [1.1059, -4.4204, -2.1200], [1.9312, -4.8697, -1.1015], [1.9281, -4.2299, 0.1314], [1.1048, -3.1388, 0.3484], [-1.9866, -0.5515, -2.8421], [-0.5544, 0.6995, -3.0915], [-2.9144, -0.6350, -3.8567], [-2.8347, 0.1456, -4.9273], [-1.4056, -3.4835, 1.3824], [-2.5495, -3.5595, 3.5565], [-3.4056, -1.4828, 4.5846], [-3.1015, 0.6851, 3.4362], [-1.9213, 0.7837, 1.2838], [-0.3713, -2.9965, -2.7120], [1.1069, -4.9160, -3.0813], [2.5788, -5.7202, -1.2667], [2.5718, -4.5797, 0.9272], [1.1190, -2.6376, 1.3071], [1.3210, 3.8971, 1.6283], [-0.2916, 3.9686, 0.7184], [-0.2949, 5.1720, -0.6874], [-1.7655, 4.1176, 1.8327], [-0.4616, 2.4115, -0.0213], [1.5339, 4.8465, 2.1240], [2.1433, 3.6821, 0.9403], [1.3047, 3.1142, 2.3892], [-0.1833, 6.1941, -0.3193], [-1.2278, 5.1224, -1.2517], [0.5331, 4.9720, -1.3710], [-1.7707, 5.0876, 2.3345], [-1.7509, 3.3480, 2.6072], [-2.6984, 4.0291, 1.2730]], "charge": 1, "gap_ev": 7.4, "de_lowest_kj_mol": 0.00}



Which formula does entry 2 have?
C5H9O3